Density functional theory data (wB97M-V/def2-TZVPD) for an isolated molecule of C22H23N3O4 in a non-equilibrium geometry.

Frontier orbital gap: 9.117 eV
Spin multiplicity: 1
Total charge: 0
HOMO energy: -8.548 eV
ΔE to the lowest compared entry with this formula, charge and spin: 53.67 kcal/mol
SMILES string: COc1ccc(Cc2nc3ccc(C(=O)N4CCCN(C=O)CC4)cc3o2)cc1

Last column: natural (NBO) charge in e.
CARTESIAN COORDINATES (ANGSTROEM)
C  5.94366  3.72180  0.94556  -0.252
O  5.78256  3.04254  -0.27588  -0.491
C  5.39084  1.73895  -0.25025  0.303
C  5.26648  1.11658  -1.49303  -0.251
C  4.87737  -0.20344  -1.57931  -0.181
C  4.61038  -0.93807  -0.43120  -0.066
C  4.15934  -2.37895  -0.50752  -0.479
C  2.72609  -2.44017  -0.12674  0.549
N  2.25790  -2.74902  1.03327  -0.467
C  0.89355  -2.60864  0.92234  0.054
C  -0.13607  -2.81505  1.82980  -0.200
C  -1.42265  -2.57849  1.39165  -0.205
C  -1.69271  -2.14801  0.08622  -0.123
C  -3.11634  -1.98589  -0.35631  0.675
O  -3.64686  -2.80037  -1.08705  -0.613
N  -3.77920  -0.90464  0.13194  -0.440
C  -3.12367  0.19353  0.80837  -0.225
C  -2.64761  1.26466  -0.18483  -0.429
C  -3.72725  2.30279  -0.51534  -0.230
N  -5.06806  1.75467  -0.53938  -0.446
C  -6.02684  2.33432  0.20606  0.535
O  -5.88208  3.31231  0.90021  -0.615
C  -5.30977  0.50564  -1.22053  -0.227
C  -5.14978  -0.69702  -0.27653  -0.235
C  -0.67595  -1.95812  -0.83775  -0.240
C  0.61085  -2.18877  -0.39394  0.295
O  1.79345  -2.08605  -1.05008  -0.428
C  4.72466  -0.31489  0.80199  -0.127
C  5.11282  1.00988  0.90151  -0.320
H  6.70542  3.24702  1.57229  0.176
H  6.27014  4.72668  0.68250  0.202
H  5.00172  3.78204  1.50040  0.176
H  5.48167  1.69331  -2.37850  0.225
H  4.78442  -0.66796  -2.55002  0.212
H  4.72479  -2.99408  0.19256  0.249
H  4.28177  -2.75839  -1.52236  0.235
H  0.07082  -3.15103  2.83231  0.229
H  -2.25316  -2.73743  2.06410  0.220
H  -2.26756  -0.19605  1.36010  0.232
H  -3.82609  0.63096  1.52339  0.208
H  -1.78823  1.79029  0.23159  0.226
H  -2.31181  0.75933  -1.09238  0.203
H  -3.74637  3.08657  0.24667  0.243
H  -3.50530  2.76873  -1.48254  0.198
H  -6.99843  1.81577  0.10730  0.106
H  -4.61539  0.41615  -2.05774  0.213
H  -6.32936  0.50496  -1.61543  0.216
H  -5.76921  -0.53936  0.61326  0.193
H  -5.46945  -1.60896  -0.78585  0.254
H  -0.88136  -1.65553  -1.85193  0.231
H  4.50246  -0.87475  1.69860  0.213
H  5.19340  1.45965  1.87845  0.220

=====

Density functional theory data (wB97M-V/def2-TZVPD) for a structure of composition C36H49FeN6O3S2.

Frontier orbital gap (spin up / spin down): 8.679 / 8.718 eV
Spin multiplicity: 5
Total charge: +1
HOMO energy (spin up / spin down): -10.597 / -10.645 eV
Expectation value of S²: 6.008

Last column: Mulliken spin population.
CARTESIAN COORDINATES (ANGSTROEM)
Fe  -1.32595  -0.86146  0.51642  3.281
C  -4.62032  -1.70953  2.19396  0.000
C  -4.60111  -0.61783  1.13751  0.016
N  -3.66378  -0.91389  0.03277  0.090
C  -4.08226  -1.97742  -0.88378  0.010
C  -3.06542  -3.10370  -0.94862  -0.005
N  -1.72100  -2.54277  -1.06930  0.111
C  -0.66787  -3.55925  -1.22710  0.002
C  -0.19784  -4.14850  0.09450  0.015
C  0.87556  -3.31109  0.77933  0.011
N  0.42467  -2.02573  1.34816  0.160
C  0.18966  -2.04931  2.80260  0.020
C  -1.10204  -2.77086  3.10622  0.002
N  -2.19729  -2.23842  2.26768  0.083
C  -3.36747  -1.77549  3.05235  0.004
H  -4.79842  -2.68479  1.72091  -0.001
H  -5.47121  -1.53610  2.85406  -0.001
H  -4.27967  0.31792  1.60006  -0.001
H  -5.61120  -0.46231  0.74407  0.000
H  -3.54551  -0.06254  -0.49493  -0.007
H  -4.20497  -1.55975  -1.88825  -0.001
H  -5.05456  -2.38343  -0.59736  -0.001
H  -3.30740  -3.76405  -1.78814  -0.001
H  -3.11322  -3.72072  -0.04880  -0.006
H  -1.70396  -1.94210  -1.88841  0.000
H  0.18046  -3.07293  -1.71009  -0.003
H  -1.01043  -4.36096  -1.88954  -0.001
H  0.23649  -5.13105  -0.10564  0.000
H  -1.04760  -4.32461  0.75885  -0.005
H  1.64746  -3.08877  0.03914  -0.001
H  1.35005  -3.90695  1.56738  -0.002
H  1.15200  -1.34608  1.16815  -0.027
H  0.09014  -1.02237  3.13799  -0.004
H  1.02184  -2.51829  3.33995  0.001
H  -1.33779  -2.65426  4.16448  0.000
H  -0.98495  -3.84110  2.92462  -0.002
H  -2.53884  -2.99739  1.69291  -0.003
H  -3.13534  -0.80160  3.47392  0.002
H  -3.54939  -2.45640  3.88972  0.001
C  2.54906  5.86518  3.80409  0.000
C  1.50485  4.81123  3.54931  0.000
C  1.85281  3.58679  2.97765  0.000
C  0.90571  2.59822  2.78173  -0.003
C  -0.41434  2.83663  3.15191  0.004
C  -0.78624  4.04777  3.71491  0.001
C  0.17784  5.02829  3.90570  0.000
S  -1.60653  1.54872  2.98062  0.022
O  -2.90056  2.13075  3.22443  0.000
O  -1.17478  0.45919  3.82018  0.004
N  -1.47321  1.04831  1.45772  0.122
C  -1.83698  1.89085  0.41627  -0.007
C  -2.14566  3.26056  0.50463  0.002
C  -2.47079  3.94241  -0.64496  0.001
C  -2.50399  3.28000  -1.87271  0.002
C  -2.19900  1.94163  -1.87307  0.000
N  -1.86887  1.25762  -0.76558  0.036
H  3.39368  5.76367  3.12300  0.000
H  2.93241  5.77901  4.82286  0.000
H  2.13468  6.86708  3.69350  0.000
H  2.88230  3.41021  2.68614  0.000
H  1.17304  1.64761  2.33357  0.002
H  -1.81984  4.21252  3.99364  0.000
H  -0.10787  5.97986  4.33965  0.000
H  -2.14411  3.75671  1.46399  0.000
H  -2.71580  4.99622  -0.59239  0.000
H  -2.76371  3.79133  -2.78883  0.000
H  -2.22101  1.36986  -2.79639  0.000
O  0.52346  -0.58138  -0.81806  0.068
S  0.91649  0.28365  -1.99806  0.009
C  2.51194  1.03895  -1.58587  0.000
C  3.54769  0.08448  -1.07861  -0.001
C  4.59434  -0.32720  -1.89781  0.001
C  5.53927  -1.23235  -1.43217  0.000
C  5.44776  -1.73264  -0.14032  0.000
C  4.41902  -1.30924  0.69199  0.001
C  3.47772  -0.40435  0.22490  0.001
C  1.45718  -0.88565  -3.25458  0.002
C  1.94491  -0.18269  -4.49633  0.001
C  3.18513  -0.50728  -5.03665  0.000
C  3.64011  0.12629  -6.18549  0.000
C  2.86191  1.09715  -6.79999  0.000
C  1.62216  1.42681  -6.26824  0.000
C  1.16411  0.78844  -5.12466  0.000
H  2.24185  1.79213  -0.84251  0.000
H  2.81354  1.54800  -2.50388  0.001
H  4.67324  0.06877  -2.90483  0.000
H  6.35320  -1.53988  -2.07636  0.000
H  6.18751  -2.43406  0.22415  0.000
H  4.36224  -1.67244  1.71084  0.000
H  2.69965  -0.03496  0.88247  -0.006
H  0.56329  -1.48470  -3.44750  0.000
H  2.22076  -1.52130  -2.80121  -0.001
H  3.79394  -1.26828  -4.55994  0.000
H  4.60510  -0.13782  -6.59911  0.000
H  3.21739  1.59191  -7.69481  0.000
H  1.00835  2.17825  -6.74869  0.000
H  0.19214  1.04909  -4.71801  0.000

=====

Density functional theory data (wB97M-V/def2-TZVPD) for a structure of composition C22H96BeO40 in a non-equilibrium geometry.

Frontier orbital gap: 10.089 eV
Spin multiplicity: 1
Total charge: 0
HOMO energy: -10.111 eV

Last column: Löwdin charge in e.
CARTESIAN COORDINATES (ANGSTROEM)
Be  1.91693  0.56114  2.97284  0.117
C  0.03694  -0.85976  0.33928  0.069
C  0.97683  0.03025  1.10427  -0.504
O  2.04317  0.37530  0.61445  0.032
O  0.73574  0.35606  2.33802  -0.018
H  -0.59428  -0.17556  -0.23394  0.098
H  -0.59728  -1.50825  0.92448  0.072
H  0.46833  -1.53518  -0.39904  0.093
C  1.41163  5.42161  3.07870  0.011
C  1.84012  3.94202  3.07193  -0.743
O  2.58664  3.55538  3.99226  -0.028
O  1.38760  3.22928  2.17498  -0.033
H  2.23234  6.09348  3.28582  0.073
H  0.65447  5.51214  3.87086  0.079
H  0.98870  5.85589  2.16303  0.079
O  -0.06809  2.82205  5.31997  -0.027
H  0.59767  3.50658  5.18863  0.040
H  -0.39095  2.69692  4.41354  0.037
O  1.68095  0.68791  4.46812  0.055
H  2.60715  0.92094  4.80414  0.076
H  1.00793  1.20663  4.92541  0.094
O  4.07927  1.32888  4.68374  -0.039
H  4.65037  1.00121  3.96359  0.036
H  3.79958  2.22822  4.37687  0.045
O  -1.76458  1.77855  -4.66517  -0.048
H  -2.19119  2.22200  -3.90903  0.013
H  -1.44628  0.97386  -4.24233  -0.006
O  6.22685  0.20274  2.57266  -0.040
H  6.04383  1.06804  2.17126  0.034
H  7.15083  0.19454  2.86773  0.078
O  -2.54982  -2.94793  -2.89340  -0.051
H  -2.61258  -3.89633  -2.88902  0.006
H  -3.41587  -2.51473  -2.98515  0.039
O  -1.38203  2.75797  1.78097  -0.039
H  -0.46517  3.08587  1.77506  0.023
H  -1.29910  1.84191  2.05685  0.035
O  -1.82269  -1.08121  3.57291  -0.027
H  -2.23567  -0.31616  3.95890  0.022
H  -1.03246  -0.71988  3.14094  0.037
O  3.10753  -0.37509  2.97398  0.066
H  2.87976  -1.32849  3.18097  0.133
H  3.85512  -0.32157  2.37556  0.102
O  -0.26282  -2.40405  5.54402  -0.037
H  -0.88114  -1.94924  4.96084  0.000
H  -0.59031  -3.29763  5.64164  0.054
O  5.75510  1.44686  -0.69613  -0.040
H  5.30963  1.90660  -1.42549  0.048
H  6.01844  0.59237  -1.05331  0.038
O  5.55933  -2.07538  0.34098  -0.048
H  4.85452  -1.80478  -0.24716  -0.010
H  5.62899  -1.36789  1.00496  0.011
O  2.38058  -3.58036  -1.50698  -0.056
H  1.74348  -3.42599  -2.22091  0.015
H  2.85506  -2.74014  -1.43704  0.022
O  5.62388  -3.18842  2.88843  -0.061
H  5.29119  -3.92610  3.40596  0.033
H  5.47852  -3.36279  1.95395  0.001
O  -3.73213  2.99244  0.24202  -0.051
H  -2.95474  2.92195  0.81364  0.010
H  -4.07571  2.09403  0.10073  0.029
O  4.11812  2.10603  1.87798  -0.021
H  3.33422  2.59840  2.13361  0.002
H  3.94752  1.82191  0.98103  0.028
O  3.38615  -0.87246  -1.29067  -0.062
H  2.82651  -0.44829  -0.59877  0.010
H  3.71470  -0.15441  -1.86105  0.065
O  4.88842  -4.56277  -2.76307  -0.068
H  3.99579  -4.40846  -2.40110  -0.005
H  4.89232  -4.06344  -3.58499  0.025
C  0.74185  3.86640  -2.70258  -0.256
C  0.85311  2.90776  -1.61713  -0.162
O  2.02516  1.96646  -1.78139  -0.106
O  0.65460  3.38844  -4.03159  -0.042
H  1.57555  4.54164  -2.65318  0.128
H  -0.11624  4.45849  -2.38293  0.113
H  -0.02040  2.24918  -1.62444  0.109
H  0.90525  3.30483  -0.59328  0.123
H  1.99308  1.36788  -1.02460  0.017
H  -0.15425  2.89902  -4.22265  0.048
C  -3.12149  4.42008  -2.98088  -0.269
C  -3.52527  5.60812  -2.15248  -0.172
O  -4.71948  5.40310  -1.26242  -0.087
O  -2.50257  3.36178  -2.31026  -0.091
H  -2.42883  4.72927  -3.75015  0.119
H  -3.97253  4.10553  -3.57943  0.124
H  -3.78535  6.47959  -2.75566  0.125
H  -2.69919  5.79280  -1.47513  0.114
H  -4.52575  4.56497  -0.82237  0.023
H  -2.79874  3.37943  -1.39182  0.046
C  -3.75004  2.51713  4.18033  -0.184
C  -4.86458  1.77707  3.55500  -0.257
O  -5.82590  1.12740  4.42313  -0.045
O  -2.78107  1.52651  4.75674  -0.096
H  -4.17721  3.14469  4.95651  0.128
H  -3.26303  3.12285  3.41729  0.102
H  -4.34153  1.14711  2.80730  0.116
H  -5.46697  2.47587  2.98937  0.125
H  -5.38962  0.34913  4.79711  0.085
H  -2.31777  1.98750  5.47191  0.073
C  -1.50979  -5.63398  -0.35827  -0.250
C  -0.83689  -6.10332  -1.66817  -0.139
O  -1.69319  -5.48026  -2.75213  -0.111
O  -0.82438  -6.27935  0.71183  -0.061
H  -2.51400  -6.06390  -0.37373  0.112
H  -1.65952  -4.54931  -0.33913  0.112
H  -0.77045  -7.19316  -1.70933  0.119
H  0.22360  -5.81445  -1.60726  0.110
H  -1.26704  -5.59170  -3.61327  0.093
H  -0.06899  -5.70688  0.88612  0.032
C  2.92967  1.79459  -5.52131  -0.220
C  3.80856  2.06166  -6.70232  -0.265
O  4.21020  3.39570  -6.98959  -0.060
O  3.57139  2.19425  -4.26216  -0.091
H  2.72712  0.70741  -5.50074  0.114
H  2.04540  2.42561  -5.58220  0.104
H  3.25102  1.66231  -7.56216  0.125
H  4.75334  1.51017  -6.60992  0.119
H  4.71298  3.72427  -6.23155  0.087
H  2.92822  2.23339  -3.55038  0.014
C  -4.32605  -0.03823  -1.90407  -0.219
C  -5.73589  0.15542  -1.44783  -0.179
O  -5.65409  0.85649  -0.16867  -0.090
O  -4.46216  -0.69566  -3.17965  -0.071
H  -3.73398  -0.64864  -1.21483  0.100
H  -3.79177  0.90314  -2.01316  0.113
H  -6.26652  -0.77492  -1.27316  0.125
H  -6.31867  0.75230  -2.13201  0.124
H  -6.18532  0.44103  0.51065  0.086
H  -4.10712  -0.14065  -3.88492  0.098
C  2.14949  -3.93260  1.84999  -0.225
C  1.24034  -3.49849  2.94040  -0.172
O  2.15346  -2.90044  3.97856  -0.084
O  1.38588  -4.56191  0.81762  -0.076
H  2.88178  -4.59378  2.30521  0.128
H  2.61996  -2.98692  1.51735  0.122
H  0.70815  -4.36170  3.36136  0.136
H  0.54213  -2.74887  2.55931  0.103
H  1.58805  -2.63731  4.71052  0.048
H  1.81167  -4.41434  -0.03814  0.043
C  -4.71463  -3.42544  0.16406  -0.239
C  -3.99240  -2.37779  0.97295  -0.255
O  -3.57127  -3.03531  2.15425  -0.057
O  -6.01255  -3.59199  0.72508  -0.056
H  -4.11673  -4.34953  0.25106  0.114
H  -4.80485  -3.15714  -0.89586  0.106
H  -4.68143  -1.56992  1.23439  0.114
H  -3.12315  -2.01531  0.40802  0.099
H  -3.09476  -2.39871  2.69639  0.035
H  -6.39711  -4.45579  0.53724  0.091
C  0.62741  -1.80986  -4.03925  -0.165
C  0.28444  -0.48876  -3.44991  -0.231
O  -1.02936  -0.32549  -2.92391  -0.074
O  0.39610  -2.97631  -3.17452  -0.098
H  1.66838  -1.88022  -4.32368  0.126
H  0.03507  -2.01755  -4.93428  0.132
H  0.56167  0.27219  -4.17598  0.117
H  1.05201  -0.29884  -2.70684  0.095
H  -1.44266  -1.18345  -2.69315  0.068
H  -0.56544  -3.07703  -3.11409  0.045

=====

Density functional theory data (wB97M-V/def2-TZVPD) for an isolated molecule of C24H25N3O5 in a non-equilibrium geometry.

Frontier orbital gap: 8.655 eV
Spin multiplicity: 1
Total charge: 0
HOMO energy: -8.035 eV
ΔE to the lowest compared entry with this formula, charge and spin: 64.54 kcal/mol
SMILES string: COc1cc(-c2noc(C)c2C(=O)NCCc2c[nH]c3ccccc23)cc(OC)c1OC

Last column: natural (NBO) charge in e.
CARTESIAN COORDINATES (ANGSTROEM)
C  -1.43234  -4.74969  1.23030  -0.240
O  -0.29218  -3.92550  1.33633  -0.506
C  -0.10527  -2.86167  0.51304  0.344
C  1.20355  -2.37557  0.50760  -0.255
C  1.55230  -1.27728  -0.25286  -0.062
C  2.93652  -0.80848  -0.24947  0.151
N  3.92022  -1.67049  -0.31224  -0.122
O  5.08081  -0.97456  -0.32683  -0.265
C  4.82000  0.33622  -0.27624  0.409
C  5.94510  1.29574  -0.27972  -0.685
C  3.45626  0.52564  -0.21428  -0.293
C  2.79854  1.84199  -0.06894  0.672
O  3.35442  2.88226  -0.38003  -0.639
N  1.56529  1.81294  0.47503  -0.623
C  0.81097  3.02022  0.72228  -0.208
C  -0.15319  2.81120  1.89244  -0.425
C  -1.23896  1.85261  1.52587  -0.104
C  -1.35410  0.53768  1.87724  -0.030
N  -2.48594  -0.00133  1.33118  -0.544
C  -3.10739  0.94716  0.57692  0.213
C  -4.26285  0.87417  -0.19076  -0.254
C  -4.65930  2.01346  -0.85584  -0.221
C  -3.93255  3.20426  -0.75570  -0.244
C  -2.78885  3.28448  0.00562  -0.195
C  -2.35599  2.14285  0.68161  -0.128
C  0.59187  -0.64598  -1.04193  -0.336
C  -0.71602  -1.10080  -1.03981  0.362
O  -1.72007  -0.51092  -1.74584  -0.521
C  -1.44620  0.67852  -2.44749  -0.256
C  -1.08045  -2.21695  -0.25639  0.119
O  -2.40443  -2.61592  -0.16152  -0.546
C  -3.05540  -2.98629  -1.36352  -0.252
H  -1.23036  -5.59581  1.88695  0.193
H  -2.33890  -4.23890  1.56127  0.185
H  -1.57239  -5.11349  0.20925  0.173
H  1.94096  -2.88318  1.10587  0.241
H  6.55609  1.14646  -1.16817  0.237
H  6.57610  1.13869  0.59381  0.233
H  5.54389  2.30521  -0.27631  0.274
H  1.11046  0.93744  0.68635  0.416
H  1.52950  3.81681  0.93393  0.227
H  0.24604  3.30289  -0.17556  0.187
H  -0.59111  3.77569  2.15648  0.222
H  0.40170  2.43662  2.75461  0.218
H  -0.71301  -0.05768  2.50077  0.218
H  -2.75041  -0.97185  1.36538  0.427
H  -4.82118  -0.04694  -0.26464  0.214
H  -5.55081  1.99314  -1.46570  0.212
H  -4.28253  4.07620  -1.28901  0.212
H  -2.23766  4.21064  0.07988  0.211
H  0.88137  0.19048  -1.65614  0.235
H  -0.74224  0.50829  -3.26782  0.178
H  -2.40388  1.00385  -2.85013  0.210
H  -1.06029  1.45416  -1.78087  0.189
H  -3.23799  -2.12239  -2.00378  0.203
H  -2.46969  -3.72872  -1.91456  0.176
H  -4.00362  -3.42697  -1.05789  0.191